A 2-piece molecular cluster, C2H8O3PS overall in a non-equilibrium geometry, computed with wB97M-V/def2-TZVPD.

```
15
Properties=species:S:1:pos:R:3:nbo_charge:R:1
C 1.739 0.454 -0.195 -0.234
C -2.570 2.209 -0.009 0.366
O 1.778 -2.847 -0.651 -0.947
O 0.577 -0.043 0.445 -0.803
O -1.535 1.898 0.589 -0.528
P -0.900 0.051 0.010 1.277
S -1.687 -1.018 1.606 -0.272
H 2.569 -0.173 -0.420 0.240
H 1.933 1.261 0.390 0.203
H 1.424 0.858 -1.133 0.174
H -2.997 3.159 0.101 0.200
H -2.918 1.461 -0.716 0.163
H 2.430 -2.925 -1.374 0.482
H 0.903 -2.879 -1.079 0.468
H -0.746 -1.465 2.437 0.212
```

As for the net charge: +1. As for the HOMO energy: -14.36 eV. Its spin multiplicity is 1. As for the relative energy (zero: lowest compared OMol25 entry of this formula, charge and spin): 71.7 kcal per mole. The gap between HOMO and LUMO comes out at 9.2 eV.